(1)
{"formula": "C4H8O2", "method": "the ωB97M-V functional and the def2-TZVPD basis", "e_lumo_ev": 0.7, "homo_ev": -9.2187, "de_lowest_kj_mol": 483.9, "orbital_gap_ev": 9.95, "symbols": ["O", "O", "C", "C", "C", "C", "H", "H", "H", "H", "H", "H", "H", "H"], "coordinates": [[0.93753, 1.40245, -0.18449], [1.72484, -2.04340, 0.60117], [0.54973, -1.28236, 0.42280], [-1.45330, 1.02467, 0.26477], [-0.30218, 0.85494, -0.70558], [0.62065, -0.31048, -0.69734], [-0.54670, 1.25339, -1.69727], [1.58245, 0.73938, -0.78720], [-2.29909, 0.40098, -0.05069], [0.30011, -0.84721, 1.39771], [2.16166, -2.07495, -0.26253], [-1.79355, 2.06641, 0.27967], [-0.31098, -1.92747, 0.13585], [-1.17116, 0.74366, 1.28312]], "forces_ev_per_a": [[0.2, -0.4, -0.3], [0.1, 0.0, -0.3], [-0.3, 0.3, 0.0], [0.0, -0.1, 0.0], [-0.2, -0.1, 0.0], [-0.4, -0.3, 0.1], [0.1, -0.1, 0.2], [0.0, 0.6, 0.3], [0.2, 0.1, 0.0], [0.0, 0.0, -0.1], [0.0, 0.0, 0.2], [0.1, -0.2, 0.0], [0.2, 0.1, 0.0], [0.0, 0.0, -0.2]]}

=====

(2)
{"formula": "C8H17NO4S", "method": "the ωB97M-V functional and the def2-TZVPD basis", "e_lumo_ev": [-0.5, 0.5], "homo_ev": [-7.1830, -7.9744], "de_lowest_kj_mol": 527.7, "orbital_gap_ev": [6.65, 8.51], "symbols": ["S", "O", "O", "O", "O", "N", "C", "C", "C", "C", "C", "C", "C", "C", "H", "H", "H", "H", "H", "H", "H", "H", "H", "H", "H", "H", "H", "H", "H", "H", "H"], "coordinates": [[-2.17908, 0.71335, -0.01178], [-3.63006, 0.66898, -0.10315], [-1.84120, 1.02130, 1.56614], [-0.35123, -0.67644, -1.23269], [-1.65358, 1.76735, -0.82518], [-1.67784, -2.03804, 0.15108], [4.59112, 0.46699, -1.08976], [-1.94400, -2.89752, -0.97265], [-1.12242, -0.77212, -0.05505], [1.36689, 1.37738, 0.67213], [-2.61238, -2.13674, 1.24570], [0.91288, 2.68513, 0.35500], [3.69008, 0.73842, -0.11130], [2.20052, 0.61920, -0.32038], [-2.66728, -1.19044, 1.72682], [0.92349, 0.87098, 1.52873], [-0.19986, 2.58865, 0.27311], [2.12949, 1.07661, -1.26963], [-0.19858, 0.30699, -1.23364], [-2.16801, -2.77708, 2.03339], [5.56034, 0.83666, -1.05220], [1.99172, -0.38071, -0.30056], [3.95105, 0.81876, 0.87849], [-1.10463, -3.13879, -1.53644], [-2.15665, 1.72460, 2.09274], [-2.30840, -3.85984, -0.48286], [-3.59509, -2.55830, 0.93319], [1.05232, 3.38189, 1.22991], [1.46437, 2.98201, -0.46625], [4.23420, 0.17456, -1.99095], [-2.65820, -2.39381, -1.63197]], "forces_ev_per_a": [[-3.0, 1.9, 1.9], [1.0, -1.3, 0.3], [1.5, -2.3, -1.4], [-1.0, 0.9, 1.9], [1.3, -0.4, -0.5], [0.9, 2.3, -0.1], [-2.0, 1.7, 3.4], [-1.7, -1.0, 1.3], [0.0, -1.5, -2.1], [0.6, -2.4, 0.5], [0.3, -1.3, 0.8], [-1.9, 0.9, 2.9], [0.7, -1.5, -2.3], [1.1, 2.2, 1.4], [-0.6, 0.8, 0.3], [0.3, -0.1, -0.1], [1.0, 0.9, -0.6], [-1.0, 0.1, -1.4], [0.3, -1.0, -0.7], [-0.4, -0.1, -0.4], [2.0, -0.2, 0.5], [-0.9, -2.7, -0.3], [1.1, 1.0, 2.2], [1.7, -0.2, -0.8], [-1.2, 1.6, 0.1], [0.1, 1.2, -1.1], [0.7, 0.6, 0.2], [0.1, -0.3, -0.8], [0.4, 1.4, -2.0], [-1.0, -0.7, -2.9], [-0.3, -0.5, 0.0]]}

=====

(3)
{"formula": "C5H7N", "method": "the ωB97M-V functional and the def2-TZVPD basis", "e_lumo_ev": 1.2, "smiles": "C#CC/N=C/C", "homo_ev": -9.8077, "de_lowest_kj_mol": 260.1, "orbital_gap_ev": 10.98, "symbols": ["N", "C", "C", "C", "C", "C", "H", "H", "H", "H", "H", "H", "H"], "coordinates": [[-0.29235, 0.74598, 0.36691], [-1.15105, -0.05198, -0.10982], [-1.80466, -1.04726, 0.79191], [1.89747, 0.51672, -0.35157], [2.85804, -0.16223, -0.09720], [0.66749, 1.29426, -0.57552], [0.35167, 1.19533, -1.62821], [-1.30573, -0.98231, 1.76110], [3.72783, -0.73797, 0.12997], [-1.32018, -0.14628, -1.19646], [0.86179, 2.34897, -0.36195], [-1.60535, -2.03614, 0.36080], [-2.88497, -0.93708, 0.91005]], "forces_ev_per_a": [[-0.2, -0.4, -0.2], [0.2, 0.0, 0.2], [-0.1, 0.0, 0.1], [0.5, -0.1, 0.0], [-0.3, 0.3, -0.2], [0.2, 0.2, -0.1], [0.0, 0.1, 0.2], [-0.2, 0.0, -0.1], [-0.2, 0.1, -0.1], [0.1, 0.0, 0.2], [0.0, -0.1, 0.0], [-0.1, 0.1, 0.1], [0.1, 0.0, -0.1]]}

=====

(4)
{"formula": "C22H50BrClN7O7PS", "method": "the ωB97M-V functional and the def2-TZVPD basis", "e_lumo_ev": -0.1, "smiles": "CC(C)[C@@H](C)CO[C@@H]1[C@@H](CC(N)(N)N)[C@@H](C(=O)[O-])[C@@H](Br)[N@@H+](C[C@@H](C)Cl)[C@]1(S)CC(N)(N)N.COP(=O)(OC)OC", "homo_ev": -7.1827, "orbital_gap_ev": 7.04, "symbols": ["Br", "Cl", "S", "P", "O", "O", "O", "O", "O", "O", "O", "N", "N", "N", "N", "N", "N", "N", "C", "C", "C", "C", "C", "C", "C", "C", "C", "C", "C", "C", "C", "C", "C", "C", "C", "C", "C", "C", "C", "C", "H", "H", "H", "H", "H", "H", "H", "H", "H", "H", "H", "H", "H", "H", "H", "H", "H", "H", "H", "H", "H", "H", "H", "H", "H", "H", "H", "H", "H", "H", "H", "H", "H", "H", "H", "H", "H", "H", "H", "H", "H", "H", "H", "H", "H", "H", "H", "H", "H", "H"], "coordinates": [[4.80939, -2.13916, 3.49641], [4.76404, 2.40812, 0.11678], [4.03787, -3.09374, 0.42584], [-4.75233, 5.58411, -2.49226], [0.68793, -1.01521, 0.07821], [3.15267, -4.77342, 2.77114], [2.24821, -4.24621, 4.76073], [-5.34001, 4.28764, -2.11482], [-5.35044, 6.92124, -1.80131], [-3.45407, 5.63765, -1.53434], [-5.38873, 5.92572, -3.93076], [4.28785, 0.33837, -2.64103], [5.69466, -0.72748, -1.05261], [3.06047, -0.80060, 1.65041], [4.52399, -2.01237, -2.60495], [-1.72391, -5.22448, 1.67380], [0.13378, -6.11260, 2.91283], [-0.76764, -4.01981, 3.48982], [3.29531, 2.60990, 2.34781], [4.08018, 0.29354, 1.74168], [-2.48871, 6.69532, -1.64664], [-0.59354, -1.37691, -0.41792], [-6.14728, 7.92115, -2.43059], [1.01329, -2.79708, 1.74443], [-3.58490, -1.42029, -1.06826], [-2.04846, -0.08899, 1.11004], [3.56957, 1.64384, 1.19876], [-2.64489, -0.24026, -1.34993], [-5.82339, 4.83628, -4.76300], [3.02326, -1.61451, 2.94524], [-0.44066, -4.89689, 2.38297], [1.93111, -2.69115, 3.00734], [2.96569, -1.62416, 0.38396], [2.49985, -4.08156, 3.56685], [3.10837, -0.84955, -0.94689], [-3.47929, 1.06361, -1.32816], [-1.50708, -0.15569, -0.32761], [1.50512, -2.12244, 0.43613], [0.57250, -4.23437, 1.40212], [4.43756, -0.84015, -1.75013], [-0.49401, -1.68277, -1.46645], [5.46692, -2.06078, -2.97294], [-5.70547, 8.26474, -3.36273], [1.43649, -4.86815, 1.21203], [-0.43664, -6.43592, 3.68517], [5.02143, 0.24308, -3.33733], [-1.61484, 6.38931, -1.07788], [-5.09528, 4.03049, -4.79585], [0.12665, -6.82733, 2.19588], [2.74841, 0.17480, -0.88395], [-3.05449, -2.36646, -0.93785], [-2.88676, 1.84631, -0.85168], [-3.79674, 1.38763, -2.31374], [-4.16953, -1.24141, -0.16639], [-2.18817, 6.86639, -2.68037], [5.04928, -0.00996, 1.36986], [-2.50436, -1.04225, 1.38274], [3.04813, 3.59383, 1.95898], [3.89449, -1.89211, -3.39046], [4.52382, 1.18859, -2.13766], [4.18274, 2.71105, 2.97161], [-2.77722, 0.70507, 1.25405], [-4.28930, -1.54571, -1.88985], [-2.07342, -4.36277, 1.25625], [2.62231, 1.51499, 0.67667], [-1.35930, -3.26749, 3.15289], [-5.96059, 5.24461, -5.76175], [2.39977, -1.32519, -1.62273], [-7.15523, 7.54954, -2.61443], [-1.20984, 0.04147, 1.79647], [-6.76580, 4.45534, -4.37887], [-4.33730, 0.93261, -0.67013], [4.21419, 0.46580, 2.80676], [2.16494, -0.29900, 1.68354], [2.76770, -0.85660, 3.68037], [3.24326, -3.86798, -0.31463], [-6.19874, 8.75492, -1.73327], [0.08442, -2.27620, 1.98391], [1.29326, -2.36293, 3.82273], [6.01143, -1.55100, -0.56555], [-0.90611, 0.74329, -0.48420], [0.04018, -4.15641, 0.44790], [5.87716, 0.14824, -0.59694], [2.47192, 2.23282, 2.95663], [-1.50927, -5.81954, 0.87582], [-1.03303, -2.17580, 0.18145], [-2.89308, 7.61525, -1.22438], [-2.26212, -0.37878, -2.36457], [-1.33114, -4.52462, 4.16389], [1.45157, -2.87049, -0.36113]], "forces_ev_per_a": [[0.1, 0.0, -0.1], [0.0, 0.0, -0.1], [0.6, 0.1, 0.6], [-4.0, -0.1, 3.7], [0.2, 0.2, 0.6], [-0.1, 0.0, -0.3], [0.0, 0.2, 0.3], [0.3, -0.2, -0.4], [0.4, 0.3, -0.4], [1.4, 0.1, -2.3], [2.1, 0.1, -0.7], [0.2, -0.1, 0.0], [0.3, -0.4, -0.2], [0.5, 0.3, 0.1], [0.0, -0.2, 0.2], [0.3, 0.1, -0.1], [-0.2, 0.3, 0.1], [0.1, 0.2, -0.1], [0.2, 0.0, -0.1], [0.0, 0.6, 0.5], [0.0, 0.1, 0.2], [0.0, 0.8, -0.3], [-0.2, -0.1, 0.2], [0.4, -0.3, 0.0], [0.1, -0.1, -0.1], [0.3, -0.2, -0.1], [-0.3, 0.0, 0.6], [-0.8, 0.3, 0.0], [0.0, 0.0, -0.3], [-0.4, -0.1, 0.3], [-0.2, -0.3, -0.1], [-0.2, 0.1, -0.3], [-0.8, -0.7, -0.9], [0.3, -0.3, 0.1], [0.3, 0.1, 0.1], [0.6, -0.3, 0.5], [-0.3, -0.5, 0.5], [-0.1, -0.6, -0.2], [-0.4, 0.2, -0.4], [0.1, 0.8, -0.6], [0.1, -0.3, 0.0], [0.0, 0.0, 0.0], [0.0, 0.0, 0.0], [0.1, -0.1, 0.4], [0.0, -0.2, 0.0], [0.0, 0.0, -0.1], [0.0, 0.0, 0.0], [0.0, 0.0, 0.1], [0.1, -0.1, 0.1], [0.0, 0.0, 0.2], [0.0, 0.0, -0.1], [0.0, 0.3, -0.3], [-0.1, 0.0, 0.0], [0.0, 0.0, 0.0], [0.0, 0.0, 0.0], [-0.2, -0.2, -0.3], [-0.2, 0.0, 0.0], [-0.2, 0.0, 0.0], [-0.1, 0.0, 0.0], [-0.2, 0.0, 0.1], [0.0, 0.0, 0.1], [0.0, 0.1, 0.1], [0.0, 0.0, 0.0], [-0.1, 0.0, 0.0], [0.2, 0.0, -0.5], [0.0, 0.0, 0.0], [0.0, 0.1, 0.0], [-0.1, 0.0, 0.0], [0.0, 0.0, -0.1], [-0.1, 0.2, 0.1], [0.0, 0.0, 0.1], [-0.2, 0.1, -0.2], [0.1, -0.2, 0.1], [-0.1, -0.2, -0.2], [0.1, 0.1, 0.0], [-0.2, 0.1, -0.1], [0.0, 0.0, 0.0], [0.1, 0.3, 0.1], [-0.1, 0.0, 0.0], [-0.2, 0.0, 0.2], [0.0, 0.0, -0.3], [0.0, 0.0, -0.1], [-0.1, 0.0, 0.1], [0.0, 0.0, 0.0], [0.0, -0.1, 0.0], [0.1, -0.2, -0.1], [0.0, 0.0, 0.0], [0.4, 0.0, 0.1], [0.1, -0.1, 0.0], [-0.1, 0.1, -0.1]]}

=====

(5)
{"formula": "C4H9NO2", "method": "the ωB97M-V functional and the def2-TZVPD basis", "e_lumo_ev": 0.9, "smiles": "C/N=C(/C)COO", "homo_ev": -9.2296, "de_lowest_kj_mol": 455.0, "orbital_gap_ev": 10.09, "symbols": ["O", "O", "N", "C", "C", "C", "C", "H", "H", "H", "H", "H", "H", "H", "H", "H"], "coordinates": [[0.16593, -0.02070, -1.87136], [-0.99472, 0.64647, -2.44642], [0.79064, 0.19704, 1.26965], [-1.52001, 0.73150, 0.94958], [2.04233, -0.44055, 0.89187], [-0.24650, 0.04739, 0.51275], [-0.30990, -0.77753, -0.76493], [-0.57449, 1.51989, -2.55495], [0.31646, -1.66824, -0.66693], [2.86065, 0.03129, 1.44505], [-1.33449, -1.12485, -0.93991], [2.03190, -1.50198, 1.15913], [2.27286, -0.32921, -0.17179], [-1.28771, 1.68319, 1.43592], [-2.04274, 0.08449, 1.65971], [-2.17019, 0.92180, 0.09263]], "forces_ev_per_a": [[-0.4, -0.5, -0.3], [0.9, 0.4, 0.3], [-1.3, -0.2, -1.2], [0.1, 0.1, -0.2], [0.2, 0.1, 0.0], [1.0, 0.4, 1.3], [0.0, 0.0, 0.6], [-0.5, -0.2, -0.1], [0.1, 0.2, -0.3], [-0.2, -0.1, 0.0], [0.2, 0.2, -0.1], [0.0, 0.0, -0.1], [0.0, -0.1, 0.0], [0.0, -0.3, 0.0], [-0.1, 0.1, -0.1], [0.0, -0.1, 0.1]]}

=====

(6)
{"formula": "C4H11N3O2", "method": "the ωB97M-V functional and the def2-TZVPD basis", "e_lumo_ev": 0.5, "smiles": "[H]/N=C(\\N)NC.CC(=O)O", "homo_ev": -8.9757, "de_lowest_kj_mol": 265.5, "orbital_gap_ev": 9.44, "symbols": ["O", "O", "N", "N", "N", "C", "C", "C", "C", "H", "H", "H", "H", "H", "H", "H", "H", "H", "H", "H"], "coordinates": [[-0.76729, 1.62945, 2.13762], [0.52463, -0.21017, 1.93600], [1.80283, -0.14785, -2.67465], [0.36433, -1.85172, -1.82356], [-0.06055, 0.53245, -1.34979], [0.81349, -0.35584, -1.89083], [0.29935, 1.88184, -1.00229], [-0.67636, 0.45329, 2.15118], [-1.58232, -0.61522, 2.54846], [-2.65184, -0.53771, 2.20497], [1.30543, 2.19701, -1.35257], [2.27240, -0.84373, -3.20379], [0.31692, 2.10174, 0.02735], [-0.41172, 2.72071, -1.37947], [-0.22150, -2.15455, -1.05259], [1.33516, -0.00317, 1.47986], [-1.96290, -0.69261, 3.59533], [1.22805, -2.50222, -1.73061], [-1.22544, -1.66571, 2.17920], [-0.70268, 0.06402, -0.79984]], "forces_ev_per_a": [[-0.8, 1.0, -0.3], [-0.7, -1.6, 0.3], [-1.1, 2.8, 1.7], [2.1, 0.6, 0.6], [1.7, 0.4, -0.7], [1.1, -4.5, -2.7], [-0.1, 2.7, -1.6], [2.9, -0.5, 0.3], [-3.5, -3.5, -0.1], [1.1, 0.5, -0.8], [-0.7, -0.8, -0.2], [-0.1, -1.1, 0.3], [-0.1, -0.4, 1.6], [0.9, -1.7, 0.1], [-0.2, 0.5, 0.2], [-0.1, 1.5, -0.3], [1.6, 0.3, -0.2], [-1.8, 1.9, -0.5], [-0.6, 2.1, 1.0], [-1.5, -0.5, 1.4]]}

=====

Question: Number 3 is which compound?
Answer: C5H7N

=====

Question: Number 6 is which compound?
Answer: C4H11N3O2